1.
Molecular formula: C5H9NO2
Method: DFT, ωB97M-V/def2-TZVPD

Summary:
F_max	5.38	eV Å⁻¹
relative energy (zero: lowest compared OMol25 entry of this formula, charge and spin)	356.9	kJ/mol
SMILES	[H]/N=C(/OC=C)[C@H](C)O
gap between HOMO and LUMO	9.9	eV
charge	0
DFT total energy	-10912.8768	eV

Structure (XYZ):
```
17
C5H9NO2, DFT ωB97M-V/def2-TZVPD
O -0.4426 1.5291 1.6611
O 1.4754 -0.4856 -0.8175
N 2.1091 0.7353 0.9893
C 0.6233 -1.8044 -1.1588
C -0.1536 -2.2847 -0.2444
C 1.2506 0.1998 0.2534
C -1.0617 1.1317 -0.6622
C -0.4961 0.5746 0.6351
H 1.7242 1.1910 1.8141
H 0.9027 -2.0387 -2.1687
H -1.1428 0.3489 -1.4138
H -0.0688 2.3466 1.3063
H -1.1660 -0.1870 1.0379
H -0.8471 -3.1012 -0.3496
H -0.4121 1.9135 -1.0609
H -2.0526 1.5561 -0.4922
H -0.2419 -1.6250 0.6709
```

***

2.
Molecular formula: C38H82N6O32
Method: DFT, ωB97M-V/def2-TZVPD

Summary:
F_max	3.67	eV Å⁻¹
gap between HOMO and LUMO	8.4	eV
charge	0
DFT total energy	-115173.8515	eV

Structure (XYZ):
```
158
C38H82N6O32, DFT ωB97M-V/def2-TZVPD
O 15.7080 18.1955 10.7431
O 18.6149 15.9893 17.8052
O 10.1475 24.6712 15.6179
O 12.5731 14.1452 12.9067
O 9.9606 22.0023 16.7849
O 12.1708 24.6643 12.1101
O 12.6011 14.8230 19.1485
O 16.3780 16.5754 9.4026
O 14.2616 11.5487 15.9299
O 15.2303 15.8357 15.4329
O 12.4424 18.4806 18.2827
O 14.7273 12.6751 20.3496
O 13.8261 15.4982 11.8351
O 14.5776 18.8399 14.8645
O 12.0776 26.7477 13.0810
O 9.1815 15.5964 15.3669
O 11.0530 16.3029 16.3116
O 16.6965 16.5631 11.7072
O 12.8084 24.9281 14.1834
O 17.1641 17.2678 20.9140
O 20.7755 15.7003 17.4856
O 10.5612 20.5375 13.1567
O 15.9965 18.7025 19.5144
O 19.3731 13.3769 11.4426
O 19.3736 15.5937 15.7016
O 17.7195 12.0048 16.1334
O 21.4062 12.8699 9.1831
O 10.4835 17.8695 18.9558
O 12.3487 11.2220 14.9670
O 8.6088 19.7553 13.7336
O 15.2321 18.1077 21.5782
O 18.0489 10.5878 17.7156
N 13.1419 11.9368 15.5839
N 12.9012 15.2924 12.6064
N 11.6799 18.0770 19.1351
N 17.7110 10.8667 16.5679
N 9.4022 20.6664 13.5751
N 9.9265 15.7234 16.3342
C 16.1255 18.1290 20.5987
C 18.0691 13.2356 11.9169
C 13.4199 12.5423 19.8933
C 16.5782 17.5357 12.7856
C 14.5500 18.1144 16.1202
C 12.6469 13.3800 15.7931
C 12.4400 23.3509 12.5949
C 9.5712 15.1318 17.6387
C 13.1743 23.5880 13.9318
C 12.1542 16.4572 13.1752
C 10.1362 20.6875 17.1814
C 16.1485 14.7576 15.4302
C 20.6586 15.8366 18.8598
C 21.5566 16.9573 19.2349
C 17.0795 16.7418 22.1753
C 10.9460 22.9340 17.2357
C 9.6073 25.9622 15.3939
C 15.8035 12.1210 19.5954
C 12.3527 25.5606 13.0954
C 13.4331 19.7000 14.7754
C 17.1618 9.8535 15.5867
C 10.4080 24.4010 16.9759
C 12.5445 13.8345 20.1799
C 19.5845 15.6823 16.8948
C 14.6051 16.0328 22.7651
C 8.9220 22.0975 13.7562
C 12.2075 17.6945 20.4273
C 13.9629 15.2508 18.8128
C 15.6638 16.9853 16.1657
C 17.9621 18.2208 13.0564
C 15.5747 18.5137 12.1252
C 22.7824 12.8020 8.8365
C 21.0314 14.1028 9.8040
C 16.3065 17.0650 10.5256
C 19.1906 16.0424 19.1385
C 15.6754 17.1455 22.6471
C 13.3392 22.7291 11.5363
C 19.5736 14.1923 10.2590
H 13.4139 14.0226 15.3608
H 21.1791 14.9175 9.0951
H 13.0088 22.9578 10.5231
H 19.0781 17.0412 19.5602
H 15.7294 17.7191 23.5724
H 13.5688 17.6767 16.3035
H 13.2644 17.5660 20.1935
H 17.8875 9.7338 14.7822
H 13.8959 16.2602 18.4071
H 11.8280 22.7185 16.6326
H 15.5824 11.1682 19.1145
H 9.3134 25.9277 14.3448
H 12.7799 23.0096 14.7672
H 14.5926 18.2443 12.5138
H 23.0118 11.7537 8.6450
H 18.9044 13.7633 9.5131
H 8.9641 14.2520 17.4259
H 13.6990 16.6314 22.8593
H 11.0869 20.3107 16.8042
H 9.0444 15.9791 18.0778
H 11.5011 22.8393 12.8065
H 9.4612 24.4905 17.5085
H 14.7496 15.4804 23.6936
H 12.4635 19.2277 14.9331
H 17.5260 12.6841 11.1495
H 18.4484 18.6507 12.1807
H 12.6426 13.4881 16.8777
H 16.3856 14.4127 16.4366
H 12.8609 14.2450 21.1388
H 8.7098 26.1918 15.9683
H 10.1958 20.5559 18.2618
H 14.2640 23.6019 13.9092
H 18.0034 12.6816 12.8533
H 14.3904 22.9642 11.7032
H 10.2457 26.8219 15.5976
H 17.0629 8.9406 16.1741
H 17.0443 15.0226 14.8686
H 11.6703 13.4172 15.3105
H 23.5001 13.1103 9.5967
H 12.6156 16.6617 14.1413
H 21.7804 14.2718 10.5776
H 14.6240 15.3734 21.8975
H 12.3026 17.2758 12.4709
H 18.8567 15.2537 19.8127
H 19.2625 15.2156 10.4690
H 18.6174 17.5046 13.5521
H 17.8215 17.1556 22.8582
H 11.0860 16.2532 13.2480
H 10.4965 14.8454 18.1385
H 16.5469 17.3159 15.6190
H 16.0820 17.0882 13.6468
H 13.2848 21.6497 11.6778
H 9.3008 22.4686 14.7085
H 13.5080 20.4151 15.5946
H 15.9328 16.7274 17.1900
H 21.3993 17.8854 18.6853
H 11.2094 25.0147 17.3872
H 13.2429 12.2931 18.8471
H 22.8525 13.3517 7.8979
H 22.6047 16.6683 19.1568
H 17.1893 15.6577 22.1462
H 15.7265 13.8431 15.0133
H 14.8228 18.8301 16.8957
H 16.0800 12.9596 18.9564
H 16.6551 11.8697 20.2277
H 15.8240 19.5520 12.3440
H 21.4620 17.1721 20.2993
H 13.5433 20.3691 13.9219
H 9.2709 20.1678 16.7699
H 12.9781 11.6487 20.3342
H 9.2752 22.6429 12.8810
H 17.8180 18.9167 13.8829
H 11.9843 18.5975 20.9956
H 11.4949 13.5508 20.2566
H 14.6339 15.2077 19.6707
H 20.9443 14.8850 19.3081
H 14.4328 14.7233 17.9827
H 11.1546 22.7473 18.2891
H 16.2052 10.1955 15.1918
H 7.8334 22.1002 13.8105
H 17.6964 14.2514 12.0486
H 11.6783 16.8401 20.8491
```

***

3.
Molecular formula: C9H9F3NO
Method: DFT, ωB97M-V/def2-TZVPD

Summary:
F_max	4.75	eV Å⁻¹
relative energy (zero: lowest compared OMol25 entry of this formula, charge and spin)	38.6	kJ/mol
gap between HOMO and LUMO	8.1	eV
charge	+1
DFT total energy	-21158.9107	eV

Structure (XYZ):
```
23
C9H9F3NO, DFT ωB97M-V/def2-TZVPD
F 2.9577 -2.5451 -1.1885
F 1.4788 -1.7658 2.9594
F -1.6221 -0.9811 -0.3370
O -3.3551 -0.2899 -1.4352
N -0.3910 1.5012 -1.6378
C 2.1397 -2.1099 0.8755
C 0.7066 0.0911 0.0615
C -0.8106 1.9413 0.7153
C -2.5872 -0.0644 -0.3733
C 1.5532 -0.5681 -0.8657
C 2.2209 -1.7454 -0.4437
C 0.5976 -0.2777 1.3657
C -0.1993 1.1397 -0.3793
C 1.4247 -1.3432 1.7739
H -0.1997 0.8931 -2.4660
H 1.6073 -0.2389 -1.7967
H -0.1365 0.0455 2.0770
H -4.1599 0.4257 -1.3763
H -0.1626 1.9089 1.5356
H 2.7560 -2.9745 1.1977
H -1.7218 1.5991 1.0298
H -1.0615 2.3130 -1.7380
H -1.0352 3.0455 0.4459
```

***

4.
Molecular formula: C3H4O2S
Method: DFT, ωB97M-V/def2-TZVPD

Summary:
F_max	3.02	eV Å⁻¹
relative energy (zero: lowest compared OMol25 entry of this formula, charge and spin)	53.7	kJ/mol
SMILES	O=C=O.C=CS
gap between HOMO and LUMO	9.2	eV
charge	0
DFT total energy	-18105.5085	eV

Structure (XYZ):
```
10
C3H4O2S, DFT ωB97M-V/def2-TZVPD
S -0.2924 1.2890 -0.8323
O 3.5676 -0.3889 -0.4941
O 2.2000 0.5111 1.0797
C 2.8828 0.0837 0.2812
C -1.0200 0.3194 0.3618
C -1.7646 -0.7829 0.1547
H -2.0071 -1.5769 0.9976
H -0.9717 0.8894 -1.9055
H -0.6655 0.6898 1.2535
H -1.9290 -1.0336 -0.8968
```

***

5.
Molecular formula: C27H30BrF15NO7PS2Ti
Method: DFT, ωB97M-V/def2-TZVPD

Summary:
F_max	2.22	eV Å⁻¹
2S+1	3
relative energy (zero: lowest compared OMol25 entry of this formula, charge and spin)	102.7	kJ/mol
gap between HOMO and LUMO (spin up / spin down)	6.2 / 6.7	eV
⟨S²⟩	2.01
charge	-2
DFT total energy	-209192.5643	eV

Structure (XYZ):
```
85
C27H30BrF15NO7PS2Ti, DFT ωB97M-V/def2-TZVPD
Br -8.4515 -0.9008 0.1368
Ti -0.9422 -0.0725 1.2593
S -1.1296 -0.8645 -4.3090
S -1.8906 -0.1719 -1.7364
P 2.4450 0.8099 -0.8790
F -0.4115 1.1989 -5.7748
F -1.8943 -2.2890 0.5222
F 2.3931 -3.1950 1.0065
F -3.4893 -3.4136 -0.4248
F 0.6133 -3.3962 4.5321
F 3.1420 -3.3212 3.0256
F -1.5919 -0.2898 -6.8104
F -2.5394 1.0667 -5.4165
F 2.4475 -1.3620 4.6536
F 0.6581 -4.3243 2.5900
F -0.9471 -3.0012 3.0956
F -1.5383 -3.3206 -1.3508
F 1.8425 0.2317 3.3399
F 3.3853 -1.5000 1.8842
F 0.3703 -0.7513 4.5633
O -2.0658 -0.4082 2.6255
O 0.1371 -1.4326 -4.7024
O -0.7732 0.0752 -0.6439
O -3.1343 -1.0776 4.4618
O -2.8961 0.8883 -1.5997
O 0.5482 -1.3436 1.6407
O -2.2861 -1.7333 -4.3340
N -1.0199 0.1084 -3.0911
C 1.5739 3.4279 -0.9820
C -4.4843 -0.2967 1.1806
C 5.3130 1.2397 -1.4224
C 1.9618 -1.8499 -1.5164
C -2.4338 -2.6377 -0.6639
C -2.6704 2.6644 1.9541
C 1.4648 -0.9483 3.8269
C 4.2630 0.6984 -0.4464
C -2.1546 2.6296 3.2800
C -1.4383 0.3488 -5.6368
C -5.6770 -0.3439 0.4638
C -3.1374 -0.7501 3.2987
C -0.4648 2.0562 1.8410
C -4.4299 -0.7276 2.4932
C -1.6473 2.3499 1.0674
C 3.3550 -0.7213 -3.2322
C -0.8162 2.2831 3.2081
C 1.1745 -1.9589 2.6516
C -6.8054 -0.8267 1.0942
C 2.5378 -2.5081 2.1343
C 0.3533 -3.1792 3.2286
C -6.7820 -1.2483 2.4130
C -5.5810 -1.1906 3.1090
C 2.3718 2.4324 -1.8371
C 4.4748 1.3619 0.9227
C 1.7434 2.3680 -3.2314
C 2.2614 -0.5058 -2.1836
H 1.2500 -1.7535 -0.6965
H 3.3931 2.8116 -1.9250
H 5.0864 1.0318 -2.4651
H 2.0167 3.5626 0.0082
H 3.7762 0.9785 1.6667
H 4.2569 -1.1493 -2.7832
H 2.9770 -1.4299 -3.9765
H 4.3198 2.4439 0.8441
H -7.6840 -1.6124 2.8852
H 1.5374 -2.5361 -2.2563
H 1.5943 3.3866 -3.6072
H 0.5500 3.0756 -0.8357
H 1.3481 -0.2052 -2.7034
H 1.5287 4.4086 -1.4702
H 2.3669 1.8409 -3.9526
H 5.4165 2.3231 -1.3128
H 0.7691 1.8743 -3.2134
H -2.7207 2.7977 4.1873
H -3.6100 0.1070 0.6850
H -5.5177 -1.5107 4.1412
H 4.4199 -0.3793 -0.3237
H -1.6977 2.4465 -0.0050
H 2.8782 -2.2995 -1.1197
H -3.6914 2.8892 1.6734
H -5.7037 0.0020 -0.5603
H 5.4955 1.1977 1.2896
H -0.1393 2.1842 4.0463
H 6.2928 0.8014 -1.1993
H 3.6338 0.1855 -3.7679
H 0.5500 2.1498 1.4676
```

***

6.
Molecular formula: C18H21BF6MnN6O2
Method: DFT, ωB97M-V/def2-TZVPD

Summary:
F_max	0.62	eV Å⁻¹
2S+1	4
gap between HOMO and LUMO (spin up / spin down)	5.8 / 7.0	eV
⟨S²⟩	3.84
charge	+2
DFT total energy	-80330.4891	eV

Structure (XYZ):
```
55
C18H21BF6MnN6O2, DFT ωB97M-V/def2-TZVPD
Mn -0.1309 0.0379 0.2188
F 1.7509 -2.9872 -0.8157
F 0.4002 -2.8763 -2.4943
F 2.5400 -2.9687 -2.8322
F 0.3426 -0.5809 -3.9144
F 2.4934 -0.5879 -4.1744
F 1.5179 1.0730 -3.1796
O -1.1198 0.7099 1.7297
O 0.5360 -0.5116 -1.2558
N -3.0240 1.8359 1.4301
N -1.9323 0.1123 -0.8762
N 0.5715 -1.2661 1.3482
N 1.6497 -1.2388 2.1423
N 2.2818 1.1551 1.4110
N 1.2319 1.2634 0.5841
C 0.6239 -3.2024 2.4040
C 1.6927 -0.9346 -1.9677
C -3.7930 1.2336 -1.8566
C -0.0728 -2.4478 1.4894
C -2.7808 1.1669 -0.9212
C 1.3204 2.4230 -0.1112
C 2.4428 3.0922 0.3168
C -2.1273 -0.9029 -1.7411
C 1.5096 -0.2600 -3.3513
C -3.1465 -0.9125 -2.6701
C 1.5969 -2.4751 -2.0475
C 3.0169 2.2545 1.2747
C -2.6680 0.6617 3.5380
C -2.6230 2.2680 0.0956
C 1.6992 -2.4013 2.7878
C -2.2495 1.0733 2.1726
C -3.9834 0.1852 -2.7469
C 3.0148 -0.5184 -1.3511
B 2.6824 -0.0570 2.3528
H 3.1255 -0.9601 -0.3633
H -4.4376 2.1014 -1.8821
H 2.4977 -2.5875 3.4881
H 0.3941 -4.1970 2.7432
H -3.2481 3.1136 -0.1774
H -1.8436 0.8415 4.2263
H -3.9168 2.1277 1.8005
H 2.8035 4.0484 -0.0197
H -4.7773 0.2282 -3.4806
H -1.4275 -1.7237 -1.6972
H 3.8366 -0.8628 -1.9764
H -1.5955 2.6321 0.1504
H -3.2584 -1.7602 -3.3306
H -3.5563 1.1893 3.8766
H 3.7606 -0.4405 2.0015
H 3.0649 0.5660 -1.2822
H 3.9114 2.3746 1.8648
H 2.6304 0.3027 3.4904
H 0.6041 2.6783 -0.8769
H -2.8663 -0.4117 3.5289
H -0.9655 -2.6768 0.9271
```